Entry 1:
{
  "formula": "C11H31Br2O12P3",
  "method": "ωB97M-V/def2-TZVPD",
  "elements": ["Br", "C", "C", "Br", "H", "H", "H", "H", "C", "O", "P", "O", "O", "C", "O", "C", "H", "H", "H", "H", "H", "H", "H", "H", "H", "C", "O", "P", "O", "O", "C", "O", "C", "H", "H", "H", "H", "H", "H", "H", "H", "H", "C", "O", "P", "O", "O", "C", "O", "C", "H", "H", "H", "H", "H", "H", "H", "H", "H"],
  "xyz": [[9.608070, 3.328200, 10.191950], [8.281570, 2.421440, 11.321140], [9.124440, 1.585680, 12.334020], [7.886500, 0.221610, 13.059540], [7.674160, 1.889350, 10.589000], [7.650310, 3.130930, 11.856160], [9.518460, 2.216190, 13.131070], [9.955410, 1.082630, 11.839490], [12.765920, 1.806160, 11.608420], [12.604520, 0.698220, 10.595370], [11.089770, -0.029810, 10.414560], [10.407610, -0.365490, 11.681850], [10.250370, 0.861420, 9.339180], [9.022940, 0.434170, 8.793610], [11.431980, -1.315900, 9.439240], [12.467780, -2.276040, 9.631850], [13.134520, 1.406350, 12.553090], [11.845700, 2.375720, 11.738380], [13.559290, 2.393670, 11.146380], [8.800830, -0.421940, 9.430660], [9.351720, 0.321070, 7.760550], [8.215600, 1.163470, 8.860070], [13.226250, -1.875160, 10.304240], [12.831130, -2.562120, 8.644820], [12.125630, -3.176240, 10.142400], [5.124740, 6.026300, 14.899270], [5.132980, 6.702430, 13.701380], [6.424060, 7.303910, 12.877940], [6.160240, 7.858190, 11.476070], [7.411010, 6.004770, 12.912580], [7.045040, 4.759110, 12.375300], [7.004950, 8.450030, 13.836150], [8.355540, 8.712820, 13.996610], [4.418900, 6.477510, 15.596620], [6.033530, 6.310250, 15.429920], [4.863880, 4.992210, 14.674100], [6.144310, 4.751220, 11.761520], [6.666320, 4.211160, 13.238110], [7.737700, 4.138680, 11.806630], [8.753390, 9.159360, 13.085340], [8.924630, 7.793730, 14.136260], [8.556960, 9.317560, 14.880820], [9.353530, 3.165610, 14.085720], [10.018710, 4.468250, 13.919430], [9.828850, 5.549790, 15.128150], [10.356440, 5.061700, 16.467100], [8.304870, 5.965200, 15.138170], [7.569680, 6.417670, 16.340080], [10.647780, 6.895700, 14.520070], [10.760560, 8.099870, 15.201740], [10.062160, 2.344120, 14.191090], [8.741410, 2.929780, 13.215210], [8.598620, 3.155510, 14.871910], [8.045820, 6.237880, 17.303960], [6.684200, 5.782680, 16.368520], [7.315780, 7.472230, 16.232640], [11.728590, 8.598990, 15.245260], [10.438050, 7.803760, 16.199940], [10.133650, 8.791530, 14.638990]],
  "forces_ev_per_a": [[-0.68, 1.68, 0.66], [1.28, -1.93, 0.04], [-0.88, -2.11, -4.08], [0.37, 0.60, 0.13], [0.13, -0.35, 0.56], [0.31, -3.00, -0.65], [0.40, -4.64, -4.04], [-1.66, 0.77, 0.66], [0.29, -1.03, -1.15], [-3.04, -0.22, 0.44], [2.43, -1.10, -2.20], [2.03, -2.00, -1.58], [2.86, -0.16, 2.32], [0.55, -0.75, 0.08], [-0.56, 1.70, 0.93], [0.12, -0.09, 0.75], [-0.23, -0.22, -0.11], [0.18, -0.04, -0.12], [-0.28, 0.24, 0.20], [-0.96, -0.56, -1.07], [-1.12, -0.90, -0.17], [0.40, 0.25, 0.10], [0.36, 0.13, -0.47], [0.21, 0.24, 0.19], [-0.53, 0.02, -0.12], [0.24, 0.75, 0.89], [0.37, 2.47, -3.46], [-1.32, -0.24, -2.73], [0.24, -1.74, 3.77], [0.15, 2.27, -0.99], [-2.33, 0.47, 0.76], [-1.70, -1.50, 0.17], [1.13, -0.47, -0.56], [-0.85, -0.11, -0.34], [-1.40, -1.17, -1.60], [0.44, -0.20, 0.66], [-0.12, 0.72, -0.48], [0.42, -0.73, 0.23], [0.53, 4.35, 0.64], [0.10, 0.48, 0.07], [-0.91, 0.21, -0.41], [-0.86, 0.33, -0.25], [-1.40, 5.00, 3.64], [-0.78, 0.85, 1.29], [3.07, -0.18, 1.76], [-1.25, 1.21, -2.65], [-0.22, 0.11, 1.77], [1.26, -1.03, 0.76], [-0.24, -4.15, -1.29], [-0.30, 0.54, 0.97], [0.73, 0.92, 1.53], [-0.67, 3.58, 1.89], [0.48, 0.09, 0.80], [0.88, 0.09, -0.36], [1.11, 0.13, 0.89], [0.02, -0.13, -0.14], [0.54, -0.97, -0.16], [-0.16, 1.39, 0.52], [0.81, 0.15, 1.09]],
  "gap_ev": 9.6,
  "de_lowest_ev": 11.810,
  "charge": 0
}

***

Entry 2:
{
  "formula": "CHO3Rb",
  "method": "ωB97M-V/def2-TZVPD",
  "elements": ["Rb", "O", "C", "O", "O", "H"],
  "xyz": [[-0.914130, -2.507875, -0.422630], [-0.193650, 0.641325, 1.061650], [0.160410, 0.244145, -0.090020], [0.070190, -0.951885, -0.500420], [0.604490, 1.157665, -0.789230], [0.272690, 1.416625, 0.740650]],
  "forces_ev_per_a": [[-8.02, -13.05, 0.37], [-1.49, -0.89, 4.18], [1.68, -2.05, -5.78], [6.85, 11.42, 0.73], [0.81, 1.12, -1.28], [0.15, 3.45, 1.78]],
  "gap_ev": 8.1,
  "de_lowest_ev": 4.485,
  "charge": 0
}

***

Entry 3:
{
  "formula": "CH2O2S",
  "method": "ωB97M-V/def2-TZVPD",
  "elements": ["O", "C", "O", "S", "H", "H"],
  "xyz": [[-0.427370, -1.325171, -0.633982], [-0.029852, -0.068046, -0.279200], [-0.585326, 0.650222, -1.302734], [0.575420, 0.395315, 1.133893], [-0.141193, -2.086489, -0.048031], [-0.784841, 1.569320, -0.925328]],
  "forces_ev_per_a": [[1.19, -0.97, 0.80], [-2.91, -1.72, -1.49], [0.47, 2.13, 1.98], [0.58, 0.37, 0.17], [-0.08, 1.85, -0.57], [0.74, -1.66, -0.90]],
  "gap_ev": 9.8,
  "de_lowest_ev": 0.733,
  "charge": 0
}

***

Entry 4:
{
  "formula": "C3H6F2NP",
  "method": "ωB97M-V/def2-TZVPD",
  "elements": ["H", "N", "C", "P", "C", "C", "F", "F", "H", "H", "H", "H", "H"],
  "xyz": [[1.548258, 2.064546, -0.695378], [0.647765, 1.630205, -0.540264], [0.697674, 0.411253, -0.181931], [2.225829, -0.710574, -0.081253], [-0.579583, -0.336453, 0.040018], [-1.805209, 0.109750, 0.904158], [-0.132339, -1.582915, 0.540948], [-1.093930, -0.841636, -1.147794], [1.599179, -1.612187, -1.142062], [2.889875, -0.000598, -1.021074], [-2.661779, -0.407562, 0.705010], [-1.822945, 1.229476, 0.684289], [-1.512795, 0.046689, 1.935336]],
  "forces_ev_per_a": [[0.32, -0.15, -0.14], [-0.70, -0.67, 0.79], [0.89, 1.30, -0.86], [-2.03, -1.56, -0.48], [-2.25, -3.66, 0.40], [4.63, 3.82, -0.67], [-0.10, 0.40, 1.20], [0.15, 1.49, -0.54], [1.02, 0.96, 1.34], [0.81, 0.96, -1.00], [-2.05, -1.32, -0.82], [-0.74, -1.35, 0.24], [0.06, -0.22, 0.55]],
  "gap_ev": 10.4,
  "de_lowest_ev": 0.203,
  "charge": 0
}

***

Entry 5:
{
  "formula": "C4H5N3",
  "method": "ωB97M-V/def2-TZVPD",
  "elements": ["C", "N", "C", "C", "N", "C", "N", "H", "H", "H", "H", "H"],
  "xyz": [[-0.002531, 1.282348, -1.099383], [-0.104757, -0.097981, -0.688915], [0.311558, -0.521376, 0.608317], [-0.692696, -0.040310, 1.598145], [-1.549500, 0.441984, 2.205551], [0.432188, -1.992525, 0.690419], [0.539342, -3.140072, 0.768544], [0.473074, 1.876720, -0.312242], [-0.986307, 1.725384, -1.291668], [0.609490, 1.386409, -2.002232], [-0.331070, -0.800169, -1.369694], [1.301209, -0.120411, 0.893158]],
  "forces_ev_per_a": [[0.01, 0.17, -0.06], [0.25, -0.27, -0.33], [-0.06, 0.01, 0.03], [-0.84, 0.50, 0.63], [0.90, -0.49, -0.40], [0.06, -0.96, 0.08], [-0.10, 1.16, -0.14], [-0.07, -0.14, -0.07], [0.12, -0.02, 0.06], [-0.06, 0.00, 0.11], [0.05, 0.02, 0.13], [-0.24, 0.02, -0.03]],
  "gap_ev": 10.4,
  "de_lowest_ev": 2.170,
  "charge": 0
}

***

Entry 6:
{
  "formula": "C2H2N4O2",
  "method": "ωB97M-V/def2-TZVPD",
  "elements": ["C", "C", "H", "H", "N", "N", "N", "N", "O", "O"],
  "xyz": [[0.907912, 1.322625, -0.066071], [-0.428592, 0.912731, -0.036315], [-2.144687, -0.175855, 0.831163], [1.262482, 2.275235, 0.208258], [-0.468214, -0.578179, -0.016241], [0.511414, -1.402926, -0.211511], [1.626392, -0.855771, -0.052904], [1.856373, 0.457285, 0.232672], [-1.703259, -1.194972, 0.132724], [-1.631175, 1.338174, -0.143875]],
  "forces_ev_per_a": [[1.04, -0.51, 2.33], [-5.31, -2.97, -1.79], [0.97, -3.56, -3.35], [-0.36, 1.60, -0.48], [-1.48, 0.41, -0.24], [-1.21, 1.06, 0.57], [3.88, 0.03, 0.45], [-1.12, -1.33, -1.78], [-0.14, 5.12, 2.83], [3.73, 0.15, 1.44]],
  "gap_ev": 8.9,
  "de_lowest_ev": 7.814,
  "charge": 0
}